Here is a 2-piece molecular cluster, BrF2NS overall from the OMol25 dataset. Energies are from the ωB97M-V functional and the def2-TZVPD basis.

ΔE to the lowest compared entry with this formula, charge and spin ... 71.7 kcal per mole
Energy ... -87797.335 eV
Charge ... 0

The geometry in XYZ format:
```
5
Properties=species:S:1:pos:R:3:forces:R:3:mulliken_charge:R:1
N -0.0406 -1.1094 -1.5247 0.760 -1.466 0.391 -0.221
F -0.7826 -0.4188 1.0265 0.110 0.028 0.308 -0.175
F 0.9070 1.3449 0.9266 -0.211 -1.508 0.722 -0.224
S 0.6715 -0.1472 1.6226 0.058 1.497 -0.805 0.391
Br -0.7553 0.3304 -2.0509 -0.717 1.449 -0.617 0.229
```
Positions in Å, forces in eV/Å.

=====

Here is a 2-piece molecular cluster, BrFH2Si overall from the OMol25 dataset. Energies are from the ωB97M-V functional and the def2-TZVPD basis.

ΔE to the lowest compared entry with this formula, charge and spin ... 135.2 kcal per mole
Energy ... -80666.776 eV
Charge ... 0

The geometry in XYZ format:
```
5
Properties=species:S:1:pos:R:3:forces:R:3:mulliken_charge:R:1
F -1.9880 1.0486 -1.3605 1.802 -0.783 1.213 -0.723
Si 0.3413 0.0579 0.3651 -0.710 -1.968 -2.914 0.742
Br 1.0394 -1.9975 0.1026 -0.360 0.418 0.197 -0.056
H -0.7372 0.1399 1.1823 -1.721 0.667 1.869 0.020
H 1.3445 0.7511 -0.2894 0.989 1.667 -0.365 0.018
```
Positions in Å, forces in eV/Å.

=====

Here is one molecule with the formula BrFHP from the OMol25 dataset. Energies are from the ωB97M-V functional and the def2-TZVPD basis.

SMILES ... FPBr
ΔE to the lowest compared entry with this formula, charge and spin ... 21.8 kcal per mole
Energy ... -82064.836 eV
Charge ... 0

The geometry in XYZ format:
```
4
Properties=species:S:1:pos:R:3:forces:R:3:mulliken_charge:R:1
F 0.1908 -0.3849 -2.2242 0.055 2.810 3.179 -0.422
P 0.2019 0.9760 -0.8198 -0.175 -3.238 -2.353 0.364
Br -1.9168 1.4981 -0.9333 0.051 0.007 0.051 -0.054
H 0.0449 0.0368 0.2952 0.068 0.422 -0.876 0.111
```
Positions in Å, forces in eV/Å.

=====

Here is BrH10O5Pt as an isolated structure from the OMol25 dataset. Energies are from the ωB97M-V functional and the def2-TZVPD basis.

Multiplicity ... 3
Expectation value of S² ... 2.0037
ΔE to the lowest compared entry with this formula, charge and spin ... 3.0 kcal per mole
Energy ... -83681.761 eV
Charge ... +1

The geometry in XYZ format:
```
17
Properties=species:S:1:pos:R:3:forces:R:3:mulliken_charge:R:1
Pt -20.7927 23.7457 -17.5699 1.717 0.495 -0.300 1.494
Br -18.3663 23.2880 -16.7434 -0.972 0.049 -0.296 -0.510
O -21.7528 23.4470 -15.6128 -0.593 -0.217 1.115 -0.575
H -22.5348 23.9030 -15.2698 0.142 -0.040 -0.220 0.299
H -21.5166 22.7825 -14.9474 0.212 0.161 -0.246 0.300
O -20.8259 25.9648 -17.1494 -0.070 0.990 0.404 -0.581
H -20.3491 26.4027 -16.4259 0.070 -0.332 -0.166 0.300
H -21.1285 26.6764 -17.7306 0.138 -0.207 -0.018 0.286
O -21.2055 21.7302 -18.2676 -0.096 -1.606 0.108 -0.619
H -21.2860 21.3250 -19.1449 0.121 0.380 0.050 0.303
H -20.7083 21.0864 -17.7339 -0.077 0.200 -0.151 0.352
O -19.9861 23.9235 -19.7876 -0.050 0.119 -0.629 -0.570
H -19.1389 23.5887 -20.1214 -0.049 0.063 0.421 0.303
H -20.2649 24.5985 -20.4222 0.048 -0.081 0.166 0.287
O -22.9134 24.3072 -18.2667 -0.868 0.113 -0.514 -0.641
H -23.4557 25.0986 -18.1335 0.208 -0.131 0.069 0.281
H -23.3695 23.7949 -18.9513 0.117 0.043 0.208 0.292
```
Positions in Å, forces in eV/Å.

=====

Here is a 6-piece molecular cluster, BrH11O5 overall from the OMol25 dataset. Energies are from the ωB97M-V functional and the def2-TZVPD basis.

ΔE to the lowest compared entry with this formula, charge and spin ... 17.8 kcal per mole
Energy ... -80457.096 eV
Charge ... 0

The geometry in XYZ format:
```
17
Properties=species:S:1:pos:R:3:forces:R:3:mulliken_charge:R:1
O 1.0834 0.8289 -0.0622 0.712 -2.220 0.760 -0.255
H 1.4404 0.0069 0.4468 -0.224 1.793 -0.256 0.514
H 0.1394 0.5699 -0.2792 -0.072 1.121 0.032 0.452
H 1.1234 1.6879 0.5098 -0.453 0.425 0.352 0.163
Br 0.6914 3.6669 1.6418 0.095 -1.027 -0.527 -0.777
O 2.5674 -0.6321 1.7708 2.600 -0.378 -2.693 -0.713
H 2.7604 -1.1991 2.5338 -0.004 0.157 -0.411 0.316
H 3.3704 -0.7481 1.0808 -2.570 0.233 2.781 0.356
O 0.2164 -1.2131 -1.9732 -5.051 -2.504 3.550 -0.578
H -0.4906 -1.9481 -2.1812 2.350 2.230 0.508 0.317
H 0.7334 -1.1261 -2.6932 2.663 0.340 -3.967 0.278
O -1.4246 1.2239 -0.4452 1.765 -0.429 1.301 -0.701
H -1.9176 1.5949 0.3038 -0.389 0.120 -1.083 0.329
H -1.7726 0.9649 -1.2822 -1.421 0.258 -0.316 0.284
O -2.9346 -1.3641 0.5018 -2.208 -4.274 -1.116 -0.620
H -3.0836 -1.7481 -0.4152 0.613 1.475 1.837 0.303
H -2.5026 -0.5651 0.5418 1.595 2.681 -0.754 0.333
```
Positions in Å, forces in eV/Å.

=====

Here is a 9-piece molecular cluster, BrH16O8 overall from the OMol25 dataset. Energies are from the ωB97M-V functional and the def2-TZVPD basis.

ΔE to the lowest compared entry with this formula, charge and spin ... 56.8 kcal per mole
Energy ... -86684.177 eV
Charge ... -1

The geometry in XYZ format:
```
25
Properties=species:S:1:pos:R:3:forces:R:3:mulliken_charge:R:1
Br -0.1366 0.3522 0.2219 0.900 0.197 0.301 -0.876
O -1.4456 0.9492 -2.9181 -0.720 2.783 -8.384 -0.601
H -1.9806 1.7552 -3.3821 1.962 -3.114 2.241 0.293
H -1.5796 0.9632 -2.0511 -1.259 0.254 6.076 0.357
O 2.5924 0.7022 2.3469 4.305 -0.538 4.109 -0.614
H 3.3934 0.8852 1.8719 -0.417 0.155 -0.937 0.292
H 1.8044 0.7372 1.9389 -3.853 0.372 -3.175 0.299
O 0.6254 3.8822 0.3309 -0.464 4.757 1.189 -0.615
H 0.6594 3.0292 0.0539 -0.155 -4.178 -1.318 0.296
H -0.2056 4.2792 0.0149 0.595 -0.615 0.162 0.295
O 2.6694 -0.0278 -1.6601 1.906 -0.554 -1.025 -0.606
H 2.3684 -0.4968 -2.4371 0.125 -0.140 -0.472 0.311
H 1.8634 0.1132 -1.2231 -2.045 0.642 1.506 0.270
O -1.1836 -0.8308 3.2929 0.241 1.000 -1.641 -0.646
H -0.7066 -0.5408 2.4509 -0.446 -0.661 1.357 0.316
H -1.9516 -0.2378 3.2259 0.191 -0.355 0.289 0.326
O -1.5246 -2.3658 -0.8801 -5.542 -9.757 -4.320 -0.521
H -1.2036 -3.2208 -0.5241 -0.097 1.188 -0.224 0.321
H -1.1156 -1.7228 -0.5471 5.590 8.259 4.421 0.265
O 1.9574 -2.7878 0.1049 -2.306 -2.184 1.984 -0.616
H 1.1634 -2.2498 0.1939 -0.171 0.040 0.288 0.298
H 2.4664 -2.2558 -0.4161 2.511 2.283 -2.248 0.324
O -3.0716 -0.0108 -0.2151 2.601 2.456 1.992 -0.645
H -2.1766 0.0042 0.3689 -2.715 0.311 -1.989 0.175
H -3.2816 -0.9048 -0.1631 -0.737 -2.601 -0.183 0.302
```
Positions in Å, forces in eV/Å.

=====

Here is a 10-piece molecular cluster, BrH18O9 overall from the OMol25 dataset. Energies are from the ωB97M-V functional and the def2-TZVPD basis.

ΔE to the lowest compared entry with this formula, charge and spin ... 68.4 kcal per mole
Energy ... -88763.988 eV
Charge ... -1

The geometry in XYZ format:
```
28
Properties=species:S:1:pos:R:3:forces:R:3:mulliken_charge:R:1
Br -0.1009 0.0209 0.1452 -0.304 -0.122 -0.272 -0.556
O 2.7511 1.3409 1.4542 0.031 2.420 3.887 -0.625
H 1.9321 0.8419 1.3452 -0.161 0.055 0.178 0.312
H 2.6251 1.8959 2.3982 0.264 -2.439 -4.060 0.320
O -2.8409 -1.7611 0.6112 -0.549 -3.456 -0.270 -0.622
H -3.4859 -1.1481 0.8282 -1.692 1.956 0.588 0.284
H -2.0259 -1.3311 0.5562 2.154 1.544 -0.269 0.166
O -0.9749 -0.9771 3.3992 0.975 0.665 1.734 -0.664
H -0.1849 -0.8971 2.8652 0.287 0.023 -0.191 0.324
H -1.6269 -1.3331 2.8442 -1.372 -0.751 -1.340 0.356
O -0.1599 -3.6611 -1.3098 -4.119 2.282 2.184 -0.632
H -0.4069 -2.8231 -0.7138 1.511 -2.669 -2.178 0.356
H 0.7411 -3.7551 -1.4528 2.632 0.472 -0.023 0.300
O 0.6801 3.1729 -0.0478 3.242 -0.758 0.228 -0.647
H 0.6221 2.2049 -0.0338 0.363 0.012 0.300 0.106
H -0.1889 3.3739 -0.2058 -3.445 1.101 -0.343 0.315
O -0.5319 -0.2811 -3.3908 1.653 -3.833 -7.076 -0.519
H -0.4499 -0.1641 -2.5508 1.218 0.746 8.643 0.318
H -1.0949 0.3609 -3.6528 -2.834 3.078 -1.592 0.278
O 2.5101 0.3699 -2.1518 -3.022 4.476 -0.210 -0.655
H 2.3191 0.9029 -3.0358 0.627 -1.832 2.636 0.311
H 1.8981 0.9949 -1.4728 2.520 -2.736 -2.460 0.387
O -2.2659 2.9249 -0.3688 -1.661 2.591 2.363 -0.646
H -2.0339 3.4659 -1.0848 0.432 0.763 -1.701 0.308
H -2.0469 2.0589 -0.5248 1.105 -3.380 -0.760 0.321
O 1.7541 -1.8251 2.0632 1.062 0.729 0.774 -0.608
H 1.3311 -2.6581 2.0532 -0.653 -1.496 0.075 0.303
H 1.2551 -1.3151 1.4332 -0.260 0.559 -0.846 0.109
```
Positions in Å, forces in eV/Å.

=====

Here is an isolated ion of composition BrH2NO2P and charge -1 from the OMol25 dataset. Energies are from the ωB97M-V functional and the def2-TZVPD basis.

SMILES ... N[P@](=O)([O-])Br
ΔE to the lowest compared entry with this formula, charge and spin ... 3.3 kcal per mole
Energy ... -84953.772 eV
Charge ... -1

The geometry in XYZ format:
```
7
Properties=species:S:1:pos:R:3:forces:R:3:mulliken_charge:R:1
N 1.0303 -0.4314 0.0422 1.689 0.655 -2.610 -0.551
P -0.1515 0.6578 -0.0695 -2.334 2.144 -0.369 0.847
O -0.4158 1.3774 -1.3414 0.753 -0.739 0.554 -0.642
O -0.1596 1.2205 1.2836 -0.618 0.818 0.697 -0.646
Br -2.1108 -0.9273 -0.0699 0.381 0.154 0.029 -0.545
H 0.8096 -0.8451 0.8745 -0.093 -1.796 2.628 0.275
H 0.9978 -1.0519 -0.7194 0.222 -1.237 -0.930 0.262
```
Positions in Å, forces in eV/Å.

=====

Here is BrH2NOS2 as an isolated structure from the OMol25 dataset. Energies are from the ωB97M-V functional and the def2-TZVPD basis.

ΔE to the lowest compared entry with this formula, charge and spin ... 9.1 kcal per mole
Energy ... -95280.539 eV
Charge ... 0

The geometry in XYZ format:
```
7
Properties=species:S:1:pos:R:3:forces:R:3:mulliken_charge:R:1
N -0.5995 -0.1504 0.7928 0.178 0.558 -0.299 -0.385
O -0.4934 1.0488 -1.4135 -0.438 0.356 -0.387 -0.497
S 1.8331 1.3514 0.3213 -0.341 -0.340 -0.086 -0.297
S 0.3634 0.4331 -0.4581 0.811 -1.117 0.218 0.618
Br -1.7735 -1.4432 0.1950 -0.280 -0.346 0.052 0.038
H -0.0841 -0.4494 1.6115 0.183 -0.082 -0.068 0.332
H 0.7539 -0.7903 -1.0490 -0.111 0.972 0.570 0.191
```
Positions in Å, forces in eV/Å.

=====

Here is a 2-piece molecular cluster, BrH2OPS overall from the OMol25 dataset. Energies are from the ωB97M-V functional and the def2-TZVPD basis.

SMILES ... O=PS.Br
ΔE to the lowest compared entry with this formula, charge and spin ... 16.6 kcal per mole
Energy ... -92246.793 eV
Charge ... 0

The geometry in XYZ format:
```
6
Properties=species:S:1:pos:R:3:forces:R:3:mulliken_charge:R:1
O 0.3665 1.4256 1.0262 -1.262 0.336 0.301 -0.372
P 1.7422 1.0554 0.7648 1.287 -0.358 -0.568 0.439
S 1.9345 0.8517 -1.3462 -0.372 0.108 0.186 -0.249
H 3.2273 0.5483 -1.2843 0.346 -0.086 0.082 0.181
Br -4.0023 -1.3530 0.5440 -0.141 0.232 0.049 -0.191
H -3.2682 -2.5280 0.2955 0.143 -0.232 -0.050 0.191
```
Positions in Å, forces in eV/Å.